# C2H3Cl3FISi

A 2-piece molecular cluster, C2H3Cl3FISi overall at a distorted geometry (ωB97M-V/def2-TZVPD, the OMol25 dataset).

Last column: natural (NBO) charge in e.
Cartesian coordinates (Å):
C 0.05330 0.10446 0.84403  -0.03
C 1.38282 0.09486 -0.03930  -0.90
F 0.43935 0.42642 2.15503  -0.39
Si 2.67150 -1.34802 0.13700  1.45
Cl 1.53720 -3.06591 0.21236  -0.34
Cl 3.44026 -1.16443 -1.79530  -0.36
Cl 4.03541 -1.35124 1.56285  -0.28
I 2.10926 2.08554 -0.39058  0.19
H -0.44000 -0.97532 0.94772  0.20
H -0.76524 0.86490 0.60753  0.20
H 0.68284 -0.15624 -1.53220  0.27

The molecular weight is 307.39 g mol⁻¹. The calculated total energy is -58387.4837 eV. For the gap between HOMO and LUMO, the calculation gives 9.256 eV. The value obtained for the LUMO energy is -0.2953 eV. As for the relative energy (zero: lowest compared OMol25 entry of this formula, charge and spin): 164.22 kJ/mol.